The following is a DFT calculation (wB97M-V/def2-TZVPD) of a 2-piece molecular cluster, CH7NO overall.

## Properties
gap between HOMO and LUMO = 10.86 eV
HOMO level = -10.01 eV
SMILES = NO.C

Last columns: bonded neighbours and bond lengths (Å).
Cartesian coordinates (Å):
1 H -0.792 2.805 -0.323  N6 1.019
2 O 0.347 1.567 0.692  N6 1.392, H8 0.969
3 C 0.425 -2.128 -0.545  H4 1.108, H5 1.112, H9 1.094, H10 1.090
4 H 0.579 -2.410 0.516  C3 1.108
5 H 1.337 -2.393 -1.124  C3 1.112
6 N -0.368 2.758 0.603  H1 1.019, O2 1.392, H7 1.025
7 H -1.134 2.712 1.281  N6 1.025
8 H -0.232 0.824 0.462  O2 0.969
9 H 0.252 -1.050 -0.603  C3 1.094
10 H -0.415 -2.685 -0.960  C3 1.090